[1]
The following is a quantum chemistry calculation of 6 unconnected molecules or ions with the total composition C30H77N5O11, from OMol25.

The geometry in XYZ format:
```
123
Properties=species:S:1:pos:R:3:forces:R:3
C -0.64798 2.86779 0.05576 0.20 -0.13 0.09
O 0.06292 3.80737 -0.71441 -0.10 0.25 -0.18
C 0.22077 5.04532 -0.05778 0.66 -0.18 0.04
C 1.31117 5.01405 1.01768 -0.33 0.13 0.60
N 1.85404 6.33341 1.34587 0.70 0.44 -0.93
C 2.93461 6.74122 0.41808 -0.44 0.21 0.33
C 3.34878 8.16046 0.75641 0.07 -0.76 -0.02
O 2.29338 9.00515 0.37409 -0.18 0.30 -0.19
C 2.48520 10.34118 0.79135 0.06 -0.16 0.65
H -0.81437 1.99083 -0.56381 -0.12 -0.02 0.03
H -1.60253 3.29187 0.38579 -0.06 -0.12 0.04
H -0.05638 2.56165 0.92573 -0.18 -0.08 0.09
H -0.71188 5.36779 0.42049 -0.14 0.09 -0.26
H 0.52878 5.75355 -0.82787 -0.19 0.11 -0.01
H 2.11942 4.34325 0.71716 0.07 0.13 -0.16
H 0.91326 4.60149 1.95134 -0.07 -0.11 -0.11
H 1.17241 7.07457 1.19031 -0.40 -0.36 0.39
H 2.60660 6.77515 -0.63276 0.14 -0.36 0.02
H 3.77442 6.05819 0.54153 0.07 0.01 -0.12
H 4.24828 8.41740 0.18355 0.13 0.10 0.27
H 3.51180 8.19389 1.84152 0.22 0.27 -0.08
H 3.54914 10.57907 0.89380 0.00 0.06 -0.31
H 2.05579 10.48138 1.79270 -0.09 0.09 -0.13
H 2.00766 11.01090 0.08291 -0.02 0.02 -0.05
C -4.01505 -0.67436 -0.66072 -0.93 -0.46 0.62
O -4.25470 0.32913 -1.62094 0.39 -0.23 0.14
C -3.61597 0.03148 -2.85005 0.23 -0.06 0.17
C -4.33401 -1.07500 -3.63452 0.17 0.55 -0.26
N -4.51591 -0.68416 -5.03670 -0.53 -0.28 -0.39
C -5.72959 -1.29240 -5.62083 -0.17 -0.19 0.67
C -5.69618 -1.30901 -7.12602 0.98 0.31 -1.20
O -5.19458 -2.51212 -7.71464 -0.67 -0.03 0.23
C -3.82232 -2.69609 -7.59880 0.78 -0.20 -0.05
H -4.53136 -1.61848 -0.90308 0.23 0.04 -0.33
H -4.51742 -0.36612 0.26156 0.27 0.25 -0.02
H -2.96280 -0.89631 -0.45591 0.09 0.27 -0.21
H -2.57163 -0.24825 -2.65730 0.00 0.07 0.01
H -3.62653 0.95929 -3.41580 -0.08 -0.05 -0.19
H -5.31476 -1.18717 -3.16925 -0.02 -0.15 -0.05
H -3.78463 -2.02072 -3.59910 -0.16 -0.13 0.35
H -3.73859 -1.05159 -5.57036 0.14 0.21 0.04
H -6.61015 -0.74208 -5.27458 0.14 0.17 -0.01
H -5.87256 -2.31477 -5.23234 0.00 -0.05 -0.29
H -5.04689 -0.48247 -7.47236 -0.06 -0.04 0.22
H -6.63173 -1.12474 -7.65002 -0.35 -0.22 0.52
H -3.47271 -2.84931 -6.56745 -0.14 0.15 0.02
H -3.26229 -1.86701 -8.05731 -0.04 0.04 0.17
H -3.54021 -3.60547 -8.13223 -0.21 0.03 -0.09
C 3.80746 -6.11425 -2.64893 0.05 0.20 -1.42
O 3.23050 -5.17962 -1.79563 0.08 0.11 0.55
C 2.43144 -4.20402 -2.44260 0.43 0.04 -0.09
C 2.06868 -3.10482 -1.44405 -0.87 0.31 -0.95
N 0.68775 -3.18716 -0.99425 0.43 -1.01 -0.35
C 0.48017 -4.28002 -0.05196 -0.67 1.08 0.66
C -0.93885 -4.80120 -0.05815 0.42 -1.09 0.00
O -1.82544 -3.77840 0.29777 0.01 0.01 -0.12
C -3.16411 -4.20739 0.32135 0.31 -0.36 0.39
H 4.14851 -5.64465 -3.59504 -0.09 0.09 0.28
H 3.08399 -6.87269 -2.97593 0.14 -0.22 0.30
H 4.70871 -6.53874 -2.21533 -0.24 -0.23 0.39
H 1.53856 -4.64860 -2.90032 -0.08 0.00 0.21
H 3.01783 -3.76960 -3.26788 0.03 -0.05 0.09
H 2.09781 -2.17999 -2.02798 0.42 0.15 0.36
H 2.81820 -3.09681 -0.64444 0.08 0.13 0.00
H 0.34779 -2.29087 -0.66373 -0.20 -0.19 0.25
H 0.64139 -3.90169 0.97490 0.27 -0.30 0.01
H 1.16435 -5.10656 -0.23221 0.10 0.04 -0.14
H -1.00521 -5.63696 0.66704 -0.01 0.25 0.13
H -1.16802 -5.30036 -1.01466 -0.20 0.58 -0.18
H -3.55198 -4.34762 -0.69106 -0.21 0.26 0.01
H -3.70234 -3.47406 0.91884 -0.31 0.09 -0.35
H -3.25371 -5.17535 0.83861 0.03 0.05 -0.01
C 4.24518 -1.01010 3.19902 0.44 -0.15 -0.47
O 2.87999 -0.99113 2.84668 -0.07 -0.47 0.04
C 2.26440 0.25385 3.03641 -1.05 0.78 0.80
C 2.45064 1.18384 1.85590 0.90 -0.05 -0.45
N 2.18840 0.41756 0.62255 0.32 0.58 0.90
C 2.80645 1.00186 -0.57501 -0.27 -0.80 0.09
C 4.29663 0.73285 -0.67202 -0.01 0.09 0.47
O 4.44026 -0.64815 -0.92957 -0.02 -0.06 -0.14
C 5.71698 -1.14254 -0.60547 0.15 0.28 -0.14
H 4.77666 -1.69441 2.52990 -0.20 0.01 -0.03
H 4.41228 -1.38573 4.21202 -0.16 0.30 0.14
H 4.68850 -0.02135 3.04877 0.10 -0.03 0.28
H 2.58132 0.71727 3.98047 0.30 0.06 -0.17
H 1.18671 0.12383 3.18607 0.15 -0.55 -0.23
H 3.49351 1.55093 1.85922 -0.10 0.06 0.00
H 1.82917 2.07386 1.95786 -0.23 -0.11 -0.06
H 2.64252 -0.46619 0.85568 -0.22 -0.20 -0.68
H 2.55086 2.05912 -0.63211 0.03 0.03 -0.09
H 2.33978 0.45546 -1.40059 0.08 0.43 -0.31
H 4.78680 0.94815 0.29136 -0.01 0.19 -0.11
H 4.77534 1.35183 -1.44037 0.02 -0.11 -0.09
H 5.73112 -2.20086 -0.85158 -0.03 -0.07 0.15
H 5.93466 -0.97243 0.45756 0.02 -0.18 -0.03
H 6.50467 -0.64351 -1.18690 -0.07 -0.01 0.00
C 1.23162 -2.57055 5.87668 -0.11 0.14 0.13
O 0.21800 -1.96891 5.10016 0.21 -0.20 -0.30
C -0.04794 -2.68945 3.89370 -0.77 0.37 0.68
C -1.41646 -2.25583 3.40490 -0.01 -0.54 -0.24
N -1.34022 -0.87538 2.92636 -0.12 -0.20 1.05
C -2.64506 -0.22720 2.75614 -0.13 -0.06 -0.89
C -3.29308 0.32947 4.02067 0.50 -0.23 -0.16
O -2.76183 1.59751 4.35304 0.09 0.08 0.11
C -3.39358 2.65034 3.66027 -0.31 -0.10 -0.44
H 0.87724 -3.49344 6.35332 -0.09 0.07 0.03
H 1.48091 -1.83329 6.63754 0.17 -0.17 0.11
H 2.12724 -2.83854 5.30536 -0.03 0.24 -0.18
H -0.09763 -3.75604 4.13464 0.30 -0.09 -0.26
H 0.71030 -2.42797 3.15169 0.15 -0.37 -0.07
H -2.16095 -2.41052 4.20043 0.16 0.16 0.15
H -1.70886 -2.94842 2.60693 0.06 0.35 -0.24
H -0.88160 -0.39115 3.70070 0.10 0.22 -0.30
H -3.33659 -0.92211 2.26714 0.17 -0.14 0.09
H -2.47055 0.55400 2.00858 -0.30 0.19 0.17
H -3.03482 -0.34937 4.83859 -0.20 0.13 0.14
H -4.38112 0.38616 3.92483 -0.05 -0.04 0.00
H -2.70778 3.49245 3.61623 -0.06 0.09 0.17
H -4.34553 2.93044 4.12978 0.18 0.09 0.19
H -3.65450 2.38206 2.62560 0.24 -0.07 0.07
O -0.50921 -0.65382 0.19085 0.10 -0.04 -0.42
H 0.33887 -0.20237 0.04800 0.07 0.13 0.31
H -0.48590 -0.87989 1.13692 -0.31 0.14 0.17
```
Positions in Å, forces in eV/Å.

E_tot in Ha: -2290.39573
Spin multiplicity: 1
SMILES string: COCCNCCOC.COCCNCCOC.COCCNCCOC.COCCNCCOC.COCCNCCOC.O
Maximum force in hartree/bohr: 0.03064
Frontier orbital gap in eV: 8.7
Energy relative to the best compared isomer or geometry (same formula, charge and spin) in eV: 0.099



[2]
The following is a quantum chemistry calculation of 2 unconnected molecules or ions with the total composition C2H8S3, from OMol25.

The geometry in XYZ format:
```
13
Properties=species:S:1:pos:R:3:forces:R:3
C 1.53144 0.89486 0.62285 1.44 0.37 1.69
S 1.94598 -0.75087 1.31319 -0.48 0.55 -0.53
C 0.56661 -1.83750 0.78536 0.83 0.04 1.11
H 1.20473 0.97208 -0.34890 -0.17 -0.82 -2.78
H 2.48457 1.43489 0.69908 -0.15 -0.16 -0.17
H 0.81759 1.57454 1.04713 -0.61 -0.27 1.53
H 0.96046 -2.76519 0.35511 -0.18 0.30 0.17
H -0.03224 -2.00186 1.67407 -0.14 -0.45 -0.04
H -0.04111 -1.31624 0.09711 -0.48 0.37 -0.92
S -3.26095 1.31789 -1.26749 -0.36 -2.32 1.51
S -1.73374 0.15942 -2.12099 -0.16 0.38 0.26
H -3.33983 2.41733 -1.91257 0.69 1.61 -1.37
H -1.10352 -0.09936 -0.94396 -0.23 0.41 -0.47
```
Positions in Å, forces in eV/Å.

E_tot in Ha: -1275.50884
Spin multiplicity: 1
SMILES string: CSC.SS
Maximum force in hartree/bohr: 0.05648
Frontier orbital gap in eV: 8.7
Energy relative to the best compared isomer or geometry (same formula, charge and spin) in eV: 1.034



Look up the spin multiplicity of the second one.
1



Look up the frontier orbital gap of the second one.
8.7 eV



Look up the energy relative to the best compared isomer or geometry (same formula, charge and spin) of the first one.
0.099 eV